Density functional theory data (wB97M-V/def2-TZVPD) for a molecular structure, C24H29AsIMgN2O3S.

Output
Lowest unoccupied orbital energy: -2.78 eV
Energy: -119698.0148 eV
Total charge: +1
Kohn-Sham gap: 0.28427 Ha

Last column: Mulliken charge in e.
Atoms and positions in Å:
1 Mg -0.062 -0.637 -0.735  0.6020
2 C 2.293 -4.454 -1.135  -1.2063
3 C 2.444 -3.655 0.122  0.5567
4 N 3.454 -3.907 0.915  -0.6300
5 C 3.586 -3.210 2.064  -0.9376
6 C 2.708 -2.244 2.467  0.7372
7 C 2.926 -1.542 3.784  -1.0245
8 O 1.877 -1.774 4.719  -0.5333
9 C 1.621 -1.916 1.609  -0.0598
10 C 0.655 -0.939 2.070  -0.2329
11 N -0.183 -0.318 1.311  -0.1727
12 C -1.146 0.542 1.892  -0.0034
13 C -0.784 1.600 2.720  -0.1021
14 C -1.752 2.440 3.246  -0.8235
15 C -3.091 2.233 2.950  -0.6127
16 C -3.466 1.182 2.125  -0.5470
17 C -2.495 0.348 1.594  -0.0369
18 I -3.056 -1.280 0.403  0.1931
19 C 1.476 -2.627 0.395  0.8356
20 O 0.533 -2.427 -0.480  -1.2926
21 H 3.113 -5.162 -1.212  0.3889
22 H 2.278 -3.804 -2.012  0.2273
23 H 1.343 -4.991 -1.133  0.3279
24 H 4.444 -3.466 2.677  0.3851
25 H 2.961 -0.459 3.651  0.3024
26 H 3.891 -1.846 4.195  0.4682
27 H 1.858 -2.713 4.931  0.3492
28 H 0.621 -0.761 3.145  1.0445
29 H 0.264 1.759 2.942  0.5046
30 H -1.458 3.258 3.891  0.4118
31 H -3.849 2.882 3.366  0.4248
32 H -4.509 1.003 1.905  0.4971
33 C 3.751 -0.886 -2.013  -1.1704
34 As 2.487 0.333 -1.183  0.4269
35 C 2.649 1.891 -2.339  -1.1765
36 C 3.534 0.916 0.349  -1.0907
37 H 4.710 -0.390 -2.162  0.4310
38 H 3.365 -1.224 -2.973  0.3570
39 H 3.888 -1.750 -1.363  0.3286
40 H 3.695 2.157 -2.483  0.4473
41 H 2.128 2.733 -1.883  0.3392
42 H 2.197 1.675 -3.307  0.3671
43 H 4.483 1.335 0.019  0.5000
44 H 3.721 0.054 0.989  0.2571
45 H 2.983 1.667 0.914  0.3284
46 C -1.362 2.893 -3.217  -1.0909
47 S -1.705 2.039 -1.687  0.5060
48 O -0.895 0.753 -1.838  -0.0130
49 C -3.400 1.607 -1.964  0.6398
50 C -4.350 2.236 -1.175  -0.4671
51 C -5.688 1.914 -1.356  -0.6098
52 C -6.048 0.963 -2.299  -0.4425
53 C -5.080 0.330 -3.074  -0.7664
54 C -3.745 0.652 -2.912  -0.3503
55 H -1.562 2.221 -4.049  0.3550
56 H -0.315 3.190 -3.198  0.3818
57 H -2.004 3.772 -3.264  0.4333
58 H -4.048 2.960 -0.429  0.4103
59 H -6.446 2.398 -0.756  0.4213
60 H -7.090 0.706 -2.431  0.4257
61 H -5.371 -0.414 -3.803  0.4072
62 H -2.979 0.154 -3.494  0.3735

***

Density functional theory data (wB97M-V/def2-TZVPD) for a molecular structure, C5H9NO.

Output
Lowest unoccupied orbital energy: 1.07 eV
Energy: -8865.9794 eV
Total charge: 0
Kohn-Sham gap: 0.38051 Ha

Last column: Mulliken charge in e.
Atoms and positions in Å:
1 C 1.957 0.252 0.469  -1.4268
2 C 0.803 -0.014 -0.476  0.2803
3 C -0.128 -1.284 -0.488  -0.6261
4 C -1.304 -0.342 -0.924  -0.5617
5 C -0.503 0.666 -0.164  0.5012
6 N -0.748 1.269 0.927  -0.4967
7 O -2.123 1.273 1.195  -0.3986
8 H 2.862 -0.307 0.214  0.3924
9 H 1.680 0.049 1.508  0.3048
10 H 2.191 1.322 0.406  0.3217
11 H 1.099 0.173 -1.516  0.2495
12 H 0.118 -2.117 -1.154  0.3232
13 H -0.267 -1.646 0.538  0.2473
14 H -2.344 -0.471 -0.624  0.3160
15 H -1.241 -0.184 -2.007  0.2173
16 H -2.154 1.638 2.088  0.3562

***

Density functional theory data (wB97M-V/def2-TZVPD) for a molecular structure, C8H22AgBrN2O2 in a non-equilibrium geometry.

Output
Lowest unoccupied orbital energy: -1.89 eV
Energy: -89768.5189 eV
Total charge: 0
Kohn-Sham gap: 0.24283 Ha

Last column: Mulliken charge in e.
Atoms and positions in Å:
1 Ag -3.644 1.763 3.584  0.4888
2 Br -1.364 2.434 2.394  -0.5366
3 C 0.203 -3.099 3.350  -1.5154
4 C 0.252 -1.602 3.040  0.3791
5 C 0.728 -1.397 1.610  -0.6497
6 O -0.203 -1.966 0.714  -0.3465
7 C 0.390 -2.782 -0.262  -0.8186
8 N -1.095 -1.055 3.259  -0.7615
9 H -0.058 -3.176 4.407  0.4098
10 H 1.175 -3.580 3.220  0.3708
11 H -0.555 -3.609 2.759  0.2581
12 H 0.963 -1.147 3.731  0.4162
13 H 1.732 -1.832 1.512  0.4817
14 H 0.868 -0.330 1.386  0.2798
15 H 0.805 -3.691 0.187  0.3730
16 H 1.176 -2.265 -0.821  0.3061
17 H -0.402 -3.041 -0.964  0.2583
18 H -1.023 -0.038 3.258  0.1987
19 H -1.651 -1.231 2.424  0.3950
20 C -0.525 3.631 -1.461  -1.5282
21 C -0.476 2.181 -1.915  0.6999
22 C 0.977 1.761 -2.139  -0.7867
23 O 1.099 0.487 -2.702  -0.2971
24 C 0.861 0.454 -4.093  -0.7655
25 N -1.188 1.318 -0.965  -0.5546
26 H -0.157 4.250 -2.290  0.4423
27 H 0.063 3.817 -0.561  0.3388
28 H -1.536 4.007 -1.301  0.3614
29 H -0.946 2.128 -2.905  0.1706
30 H 1.499 1.759 -1.176  0.3418
31 H 1.465 2.549 -2.733  0.3444
32 H 1.290 -0.441 -4.546  0.2617
33 H 1.327 1.293 -4.630  0.3304
34 H -0.210 0.460 -4.332  0.2972
35 H -0.883 0.351 -1.015  0.2637
36 H -0.956 1.640 -0.026  0.0928

***

Density functional theory data (wB97M-V/def2-TZVPD) for a molecular structure, C8H22BrN2O2Y in a non-equilibrium geometry.

Output
Lowest unoccupied orbital energy (alpha / beta): -6.09 / -6.60 eV
Energy: -86801.9710 eV
2S+1: 2
Total charge: +1
Kohn-Sham gap (alpha / beta): 0.17532 / 0.15630 Ha
<S²>: 0.751

Last column: Mulliken charge in e.
Atoms and positions in Å:
1 Y 1.049 3.343 5.244  1.0011
2 Br 1.422 2.052 2.745  -0.0371
3 C 1.781 1.853 -2.887  -1.4222
4 C 1.572 1.556 -1.385  0.7039
5 C 1.667 0.044 -1.100  -0.6790
6 O 0.908 -0.752 -2.087  -0.3467
7 C 0.801 -2.130 -1.733  -0.6832
8 N 2.547 2.212 -0.554  -0.6502
9 H 0.958 1.389 -3.430  0.3087
10 H 2.557 1.177 -3.245  0.3413
11 H 1.867 2.888 -3.216  0.4129
12 H 0.728 2.065 -0.919  0.2285
13 H 1.386 -0.135 -0.062  0.1148
14 H 2.698 -0.288 -1.220  0.5330
15 H -0.042 -2.428 -2.357  0.2533
16 H 0.672 -2.377 -0.680  0.1922
17 H 1.716 -2.604 -2.089  0.3417
18 H 2.640 3.217 -0.584  0.2736
19 H 2.225 1.932 0.362  -0.0198
20 C -2.533 -0.144 -0.071  -1.3868
21 C -2.345 0.060 1.437  0.4916
22 C -1.155 -0.774 1.903  0.0385
23 O -1.563 -2.034 2.187  -0.4201
24 C -1.034 -3.044 1.408  -0.7283
25 N -2.087 1.463 1.519  -0.7066
26 H -3.466 0.337 -0.364  0.4012
27 H -2.710 -1.188 -0.327  0.3429
28 H -1.683 0.297 -0.591  0.2905
29 H -3.245 -0.208 1.990  0.2736
30 H -0.806 -0.393 2.863  0.2870
31 H -0.359 -0.687 1.164  -0.0881
32 H -1.201 -2.981 0.333  0.2058
33 H -1.415 -4.023 1.698  0.3360
34 H -0.020 -3.139 1.798  0.3440
35 H -1.079 1.513 1.550  0.1441
36 H -2.452 1.929 0.700  0.3078

***

Density functional theory data (wB97M-V/def2-TZVPD) for 4 unconnected molecules or ions with the total composition C25H61N3O9S.

Output
Lowest unoccupied orbital energy: 0.47 eV
Structure (SMILES): CCOCCOCCOCS.COCCNCCOC.COCCNCCOC.COCCNCCOC
Energy: -60641.1430 eV
Total charge: 0
Kohn-Sham gap: 0.32726 Ha

Last column: Mulliken charge in e.
Atoms and positions in Å:
1 C 1.429 1.923 -1.091  -0.9338
2 C 1.169 3.277 -0.469  -0.3996
3 O -0.192 3.584 -0.223  -0.3737
4 C -0.951 2.552 0.379  -0.1925
5 C -2.073 3.141 1.183  -0.9867
6 O -3.238 3.328 0.404  -0.2284
7 C -4.357 2.598 0.852  -0.5583
8 C -5.601 3.117 0.230  -0.8287
9 O -5.612 2.830 -1.147  0.0038
10 C -6.707 3.349 -1.828  0.2333
11 S -8.329 2.564 -1.423  -0.2518
12 H 0.758 1.702 -1.909  0.2270
13 H 1.302 1.154 -0.337  0.2012
14 H 2.452 1.832 -1.422  0.4305
15 H 1.511 4.025 -1.175  0.3377
16 H 1.778 3.419 0.421  0.3431
17 H -1.374 1.927 -0.403  0.1542
18 H -0.359 1.928 1.043  0.5100
19 H -2.260 2.498 2.037  0.4788
20 H -1.738 4.090 1.590  0.2967
21 H -4.236 1.545 0.593  0.2842
22 H -4.477 2.674 1.930  0.5024
23 H -5.654 4.187 0.428  0.2984
24 H -6.430 2.650 0.753  0.4584
25 H -6.802 4.424 -1.688  0.3981
26 H -6.541 3.162 -2.874  -0.6502
27 H -7.859 1.507 -0.750  0.1056
28 C -0.586 3.084 -5.100  -0.8525
29 O -1.212 2.773 -3.873  -0.3114
30 C -1.927 3.858 -3.280  -0.8418
31 C -3.423 3.639 -3.338  0.2173
32 N -3.930 3.736 -4.704  -0.3562
33 C -5.314 3.303 -4.869  -0.8349
34 C -5.681 1.864 -4.515  -0.5574
35 O -5.137 0.886 -5.382  -0.5020
36 C -3.810 0.489 -5.094  -0.5463
37 H 0.078 2.256 -5.348  0.2582
38 H -1.310 3.197 -5.915  0.3311
39 H 0.010 3.998 -5.023  0.3710
40 H -1.647 4.812 -3.737  0.4506
41 H -1.628 3.895 -2.230  0.2934
42 H -3.908 4.399 -2.719  0.2527
43 H -3.627 2.661 -2.885  0.0849
44 H -3.342 3.180 -5.311  0.1252
45 H -5.576 3.460 -5.919  0.3470
46 H -5.952 3.974 -4.284  0.6225
47 H -6.766 1.775 -4.621  0.4090
48 H -5.452 1.619 -3.471  0.4517
49 H -3.601 0.509 -4.021  0.2255
50 H -3.081 1.114 -5.617  0.1737
51 H -3.684 -0.532 -5.454  0.3306
52 C 7.084 -1.639 -1.538  -0.6980
53 O 6.917 -2.471 -0.407  -0.3421
54 C 7.725 -2.120 0.712  -0.8253
55 C 6.893 -1.549 1.842  -0.1059
56 N 6.365 -0.233 1.507  -0.2851
57 C 5.358 0.277 2.435  -1.1667
58 C 4.062 -0.509 2.614  -0.1937
59 O 3.203 -0.508 1.486  -0.2137
60 C 3.512 -1.467 0.491  -0.6890
61 H 6.575 -2.118 -2.373  0.2368
62 H 6.642 -0.648 -1.390  0.2803
63 H 8.141 -1.523 -1.794  0.3425
64 H 8.522 -1.431 0.420  0.4036
65 H 8.195 -3.043 1.063  0.3956
66 H 7.525 -1.462 2.731  0.3844
67 H 6.102 -2.277 2.062  0.1149
68 H 5.961 -0.267 0.580  0.0708
69 H 5.087 1.279 2.093  0.3982
70 H 5.825 0.396 3.418  0.4379
71 H 3.497 -0.012 3.407  0.3116
72 H 4.234 -1.535 2.959  0.3270
73 H 3.927 -2.383 0.919  0.3220
74 H 4.209 -1.057 -0.245  0.1799
75 H 2.591 -1.715 -0.038  0.3228
76 C -0.333 -4.410 1.040  -0.6877
77 O -0.991 -4.376 2.292  -0.3319
78 C -1.100 -5.639 2.942  -0.8236
79 C -0.207 -5.715 4.163  -0.1594
80 N 1.201 -5.758 3.793  -0.2915
81 C 2.136 -5.579 4.901  -0.8013
82 C 2.097 -4.271 5.687  -0.4673
83 O 2.524 -3.136 4.958  -0.4005
84 C 1.537 -2.533 4.140  -0.3911
85 H -0.488 -3.442 0.565  0.2258
86 H 0.745 -4.572 1.145  0.2763
87 H -0.750 -5.187 0.393  0.3555
88 H -0.892 -6.458 2.248  0.3963
89 H -2.140 -5.736 3.268  0.3957
90 H -0.455 -6.621 4.723  0.3909
91 H -0.451 -4.851 4.796  0.1705
92 H 1.381 -5.040 3.103  0.0353
93 H 3.143 -5.679 4.487  0.3797
94 H 2.001 -6.408 5.603  0.4280
95 H 2.805 -4.373 6.514  0.3338
96 H 1.117 -4.084 6.143  0.3626
97 H 0.539 -2.604 4.578  0.3451
98 H 1.533 -2.972 3.139  0.1084
99 H 1.791 -1.479 4.027  0.1399

***

Density functional theory data (wB97M-V/def2-TZVPD) for 2 unconnected molecules or ions with the total composition C5H11O2 in a non-equilibrium geometry.

Output
Lowest unoccupied orbital energy: 3.65 eV
Energy: -9459.6064 eV
Total charge: -1
Kohn-Sham gap: 0.27577 Ha

Last column: Mulliken charge in e.
Atoms and positions in Å:
1 C -2.360 0.023 -2.629  -0.7049
2 C -1.108 0.976 -2.502  0.5102
3 O -1.345 2.178 -2.732  -0.7194
4 O -0.058 0.420 -2.121  -0.6995
5 H -3.180 0.696 -2.896  0.2536
6 H -2.541 -0.328 -1.609  0.1320
7 H -2.222 -0.786 -3.353  0.2260
8 C 1.070 -0.163 0.984  -0.0424
9 C 2.437 -0.489 1.643  -1.2895
10 C -0.036 -0.233 2.043  -1.0931
11 H 0.816 -0.649 0.051  0.3206
12 H 1.243 0.896 0.741  0.2116
13 H 2.492 -1.562 1.841  0.3245
14 H 3.292 -0.199 1.029  0.3500
15 H -0.197 0.741 2.516  0.2734
16 H 0.175 -0.988 2.805  0.3157
17 H 2.497 -0.008 2.618  0.3229
18 H -0.975 -0.525 1.572  0.3083